Entry 1:
Molecular formula: C2H16O5S
Method: DFT, ωB97M-V/def2-TZVPD

XYZ file:
```
24
Properties=species:S:1:pos:R:3:forces:R:3
H -2.916 -0.371 1.850 0.1 0.1 0.1
H 0.697 0.957 1.013 0.2 -0.3 -0.4
O 0.502 -1.102 -2.495 0.5 0.0 0.1
H 1.527 2.919 1.689 0.0 0.0 -0.1
H 2.218 -3.577 0.713 0.2 0.0 -0.1
H 1.457 -2.433 1.307 0.1 0.3 -0.3
O 2.245 -2.615 0.770 -0.3 -0.4 0.2
H -2.204 0.213 -2.621 -0.1 0.0 0.0
H -2.503 -2.107 2.031 -0.1 0.2 0.2
H 0.971 -1.830 -2.067 -0.2 -0.1 0.0
O 1.675 1.176 -1.179 0.6 0.7 -0.2
H 0.712 3.999 0.997 0.0 0.0 -0.2
H 0.983 -0.335 -2.145 -0.2 0.1 0.1
H 1.695 1.950 -0.587 -0.5 -0.3 0.2
C -0.351 0.748 0.851 0.3 -0.6 1.1
H -0.631 0.829 -0.188 -0.2 0.4 0.0
H -2.633 -1.439 0.427 -0.3 0.3 0.0
H 2.248 1.498 -1.879 0.2 -0.2 -0.4
O 1.252 3.222 0.816 0.2 0.3 0.3
O -2.078 -0.333 -1.839 -0.2 0.2 0.1
H -1.166 -0.651 -1.938 0.1 -0.3 -0.1
S -0.552 -0.949 1.457 -0.1 0.3 0.3
H -0.804 1.429 1.568 -0.7 0.1 -0.4
C -2.343 -1.199 1.449 0.4 -0.7 -0.6
```
Forces are in eV/Å.

structure (SMILES): CSC.O.O.O.O.O
frontier orbital gap: 0.3113 Eh
multiplicity: 1
energy relative to the best compared isomer or geometry (same formula, charge and spin): 14.6 kcal/mol
LUMO: 0.25 eV

***

Entry 2:
Molecular formula: C3H11NS3
Method: DFT, ωB97M-V/def2-TZVPD

XYZ file:
```
18
Properties=species:S:1:pos:R:3:forces:R:3
C 0.665 -0.882 -1.656 -0.7 -0.2 0.0
H 1.310 -1.773 -1.804 -0.2 0.4 0.0
H 0.320 -0.408 -3.695 0.0 -0.2 0.4
H -1.910 1.458 3.212 0.1 -0.5 0.1
H -0.180 1.180 3.085 1.1 0.4 0.3
H -0.774 -0.225 -0.177 -0.1 0.3 0.7
S -1.240 2.122 1.070 0.1 0.4 -0.5
S 0.652 -1.958 0.930 -0.5 0.6 -0.2
N -0.173 -0.555 -2.820 -0.4 0.0 0.0
H -1.227 0.047 2.266 -0.1 0.8 0.5
S 2.069 1.700 0.786 0.4 0.2 0.0
H -1.029 -1.925 -0.715 0.2 0.6 0.1
H 0.653 2.011 0.844 0.0 -0.2 -0.1
H 1.281 0.013 -1.497 0.0 -0.4 0.4
H 1.932 0.383 0.998 -0.1 0.0 0.0
C -1.097 1.133 2.553 -1.4 -1.2 -0.5
H -0.981 -1.156 -2.965 0.4 0.0 0.1
C -0.270 -1.164 -0.415 1.0 -1.0 -1.4
```
Forces are in eV/Å.

frontier orbital gap (spin up / spin down): 0.2398 / 0.1560 Eh
multiplicity: 2
charge: -1
LUMO (spin up / spin down): 3.19 / 1.11 eV
<S²>: 0.75

***

Entry 3:
Molecular formula: C3H3ClN2S
Method: DFT, ωB97M-V/def2-TZVPD

XYZ file:
```
10
Properties=species:S:1:pos:R:3:forces:R:3
C 0.339 2.453 0.459 -0.3 -1.1 -0.1
N -0.888 0.141 0.339 -1.2 -0.2 -0.2
Cl 0.639 4.069 0.049 0.0 0.5 -0.3
H -0.855 -1.986 -1.564 0.0 0.0 0.1
N -0.047 -1.905 -0.967 -0.1 -0.1 -0.3
H 0.823 -0.143 1.946 0.2 0.1 0.5
S -0.585 1.602 -0.633 0.7 0.6 0.5
C -0.117 -1.037 0.039 0.5 0.6 1.2
H 0.501 -2.737 -0.830 0.0 0.0 -0.1
C 0.191 -0.457 1.161 0.2 -0.4 -1.2
```
Forces are in eV/Å.

frontier orbital gap: 0.2970 Eh
multiplicity: 1
energy relative to the best compared isomer or geometry (same formula, charge and spin): 128.7 kcal/mol
LUMO: 0.20 eV

***

Entry 4:
Molecular formula: C24H17BrClN4NaO10S2
Method: DFT, ωB97M-V/def2-TZVPD

XYZ file:
```
60
Properties=species:S:1:pos:R:3:forces:R:3
H -3.434 -0.733 2.890 -0.1 0.0 0.1
O -3.184 0.962 -0.431 -0.2 -0.9 -1.6
H 5.381 -0.257 -3.962 -0.1 0.0 0.1
C 3.240 -0.230 -4.193 -0.1 -0.2 -0.1
N 1.949 -0.056 1.408 -0.1 0.0 -1.4
S 0.604 2.330 -2.444 1.7 1.2 -0.9
N -4.818 -2.957 5.278 -0.2 0.0 0.2
H -0.132 -2.249 1.045 0.1 -0.1 0.1
N -1.756 -1.422 1.968 0.0 0.5 -0.4
O -4.070 0.970 1.716 -0.5 -0.6 0.4
C 4.409 -1.465 -2.471 -0.2 -0.2 -0.1
C -1.971 -3.752 3.453 -0.1 0.1 0.0
C 3.325 0.388 -0.486 1.0 0.6 -0.4
C 4.522 0.782 -0.968 -0.7 0.0 0.6
H 3.340 0.023 -5.239 -0.1 0.1 -0.1
C 3.371 1.983 -2.662 0.0 0.1 0.1
C -2.739 -1.560 2.828 -0.4 -0.3 0.5
C 3.094 0.170 0.914 0.2 0.1 1.1
C -2.900 -2.718 3.604 0.9 0.2 -0.8
C 2.078 -0.532 -3.631 0.1 -0.2 -0.7
O -0.478 -0.798 -1.393 0.6 -1.8 -0.7
Na -1.096 0.891 -0.763 -0.6 0.4 0.7
H 3.058 -1.280 5.682 0.0 0.0 0.0
O 0.952 -2.568 -0.537 0.0 0.1 0.0
C 2.078 -0.855 -2.163 -0.6 -0.8 -0.1
O 0.277 -2.620 -2.862 -0.1 0.3 0.0
H 3.444 2.894 -3.227 -0.1 0.2 -0.1
O 0.061 2.483 -1.106 0.6 1.0 0.0
C 0.565 0.441 3.266 0.3 -0.1 -0.2
H 1.128 -0.547 -4.132 -0.1 0.1 -0.2
C 2.372 -0.797 4.997 -0.1 0.0 0.1
N 2.215 0.373 -1.371 0.3 0.2 0.2
C 4.486 -0.225 -3.330 -0.1 -0.3 -0.2
C 0.324 0.437 4.624 0.0 0.0 0.2
C -3.963 -2.839 4.518 -0.6 -0.1 0.5
H 3.497 -1.274 3.247 0.1 -0.1 -0.1
H 5.509 1.607 -2.689 -0.1 0.0 0.1
H 3.058 -2.604 -1.265 0.2 -0.2 0.0
H 5.372 0.980 -0.329 0.1 -0.2 0.2
C -0.953 -3.586 2.538 -0.1 0.0 0.1
Br 0.923 -0.170 7.358 0.0 0.0 -0.1
Cl -3.157 1.619 0.821 -2.4 1.1 1.9
S 0.542 -1.779 -1.703 0.6 -1.0 -0.1
C 2.225 1.538 -2.175 -0.7 1.1 -0.2
H -0.221 -4.360 2.374 0.1 -0.1 0.0
O -3.579 2.968 0.666 -0.1 1.0 -0.4
O -1.863 1.587 1.395 1.9 -0.1 0.2
H 5.290 -2.079 -2.359 0.1 -0.1 0.2
C 1.233 -0.174 5.471 0.1 -0.1 0.2
C 3.247 -1.764 -1.912 0.5 -0.6 -0.1
C 1.733 -0.142 2.757 0.1 -0.1 1.2
H -0.126 0.898 2.576 -0.1 0.0 0.0
C -0.886 -2.402 1.806 0.1 -0.4 0.1
H -0.568 0.898 5.020 -0.1 0.0 0.0
H -2.069 -4.656 4.041 0.0 0.0 0.0
C 4.582 1.088 -2.432 -0.3 0.4 0.0
O 0.956 3.588 -3.093 -0.1 -0.2 0.2
C 2.618 -0.781 3.636 -0.1 0.1 -0.2
O -0.133 1.425 -3.296 -0.4 -0.4 0.1
H 3.985 0.326 1.554 -0.2 -0.1 -0.1
```
Forces are in eV/Å.

frontier orbital gap: 0.2638 Eh
multiplicity: 1
charge: -2
LUMO: 3.74 eV